{
  "formula": "C74H160N8O19",
  "method": "wB97M-V/def2-TZVPD",
  "species": ["O", "O", "O", "O", "O", "O", "O", "O", "O", "O", "O", "O", "O", "O", "O", "O", "O", "O", "O", "N", "N", "N", "N", "N", "N", "N", "N", "C", "C", "C", "C", "C", "C", "C", "C", "C", "C", "C", "C", "C", "C", "C", "C", "C", "C", "C", "C", "C", "C", "C", "C", "C", "C", "C", "C", "C", "C", "C", "C", "C", "C", "C", "C", "C", "C", "C", "C", "C", "C", "C", "C", "C", "C", "C", "C", "C", "C", "C", "C", "C", "C", "C", "C", "C", "C", "C", "C", "C", "C", "C", "C", "C", "C", "C", "C", "C", "C", "C", "C", "C", "C", "H", "H", "H", "H", "H", "H", "H", "H", "H", "H", "H", "H", "H", "H", "H", "H", "H", "H", "H", "H", "H", "H", "H", "H", "H", "H", "H", "H", "H", "H", "H", "H", "H", "H", "H", "H", "H", "H", "H", "H", "H", "H", "H", "H", "H", "H", "H", "H", "H", "H", "H", "H", "H", "H", "H", "H", "H", "H", "H", "H", "H", "H", "H", "H", "H", "H", "H", "H", "H", "H", "H", "H", "H", "H", "H", "H", "H", "H", "H", "H", "H", "H", "H", "H", "H", "H", "H", "H", "H", "H", "H", "H", "H", "H", "H", "H", "H", "H", "H", "H", "H", "H", "H", "H", "H", "H", "H", "H", "H", "H", "H", "H", "H", "H", "H", "H", "H", "H", "H", "H", "H", "H", "H", "H", "H", "H", "H", "H", "H", "H", "H", "H", "H", "H", "H", "H", "H", "H", "H", "H", "H", "H", "H", "H", "H", "H", "H", "H", "H", "H", "H", "H", "H", "H", "H", "H", "H", "H", "H", "H"],
  "positions_angstrom": [[-6.063, 4.926, 0.006], [3.024, 6.973, -2.537], [-1.341, -4.648, 3.203], [10.699, -2.506, 3.463], [3.868, 2.385, 9.443], [-2.391, -6.191, 4.491], [-7.891, 6.310, -0.040], [-3.416, -4.935, 3.178], [0.622, -1.746, -6.470], [-6.129, 6.633, 1.291], [1.885, 3.026, 8.933], [-1.387, -1.707, -6.603], [4.007, 5.637, -3.962], [-1.245, 1.940, -1.377], [8.600, -2.023, 3.091], [-0.226, -1.804, -8.459], [3.656, 7.610, -4.602], [9.431, -4.156, 2.961], [3.325, 2.825, 7.329], [6.781, -0.711, -8.855], [3.880, -9.210, -1.045], [-3.672, -1.050, 9.434], [1.318, 0.695, 0.175], [-8.508, -1.629, -0.829], [6.200, -6.604, 8.091], [-4.556, 5.069, -7.235], [-1.699, 11.647, -1.384], [-0.292, -1.731, -7.240], [-1.805, 4.534, -8.128], [8.167, -0.256, -9.290], [-3.938, -3.547, 9.742], [5.569, -4.204, 8.769], [-7.806, -3.698, -1.737], [0.583, 0.797, 1.533], [-4.225, 4.812, -8.710], [-3.978, 0.177, 8.513], [-7.215, -3.036, -3.065], [7.408, -7.406, 7.598], [1.157, 2.009, -0.586], [-3.698, 1.408, 6.211], [-3.308, 0.230, 7.123], [-4.715, -3.328, 11.033], [9.510, -2.848, 3.152], [-0.667, 11.126, -2.388], [-2.145, -1.115, 9.853], [-4.372, -0.892, 10.853], [-1.410, 13.088, -0.835], [-1.522, 14.141, -1.923], [-0.651, 10.561, 0.593], [7.027, -1.790, -7.739], [-4.306, -2.060, 11.760], [-7.964, -1.676, -3.210], [6.794, -5.169, 8.419], [-4.038, -2.450, 8.766], [6.581, -8.987, 0.298], [5.489, -7.308, 9.296], [6.072, -1.428, -10.116], [2.825, 0.415, 0.524], [6.276, -7.391, 10.623], [3.499, 6.684, -3.633], [5.377, -8.086, 11.660], [-10.030, -1.828, -1.053], [-5.756, 6.028, -7.223], [-8.503, -1.130, 1.879], [4.030, -9.430, 0.488], [-8.967, -0.101, 2.853], [5.519, -9.973, 0.751], [-3.315, 12.824, -3.220], [2.438, -8.477, -1.094], [-2.126, 4.810, -6.648], [7.193, -1.164, -6.294], [-3.008, 14.197, -2.590], [-7.878, -0.867, -1.975], [5.286, -6.557, 6.831], [4.638, -4.153, 7.502], [-3.327, 5.665, -6.495], [7.525, -2.259, -5.252], [1.915, -8.142, -2.526], [4.935, -8.289, -1.612], [-1.905, 10.618, -0.231], [-7.124, 7.763, -5.899], [-0.621, 9.422, 1.592], [-7.761, -2.911, -0.498], [8.138, 0.706, -10.414], [3.872, -10.555, -1.930], [6.019, 0.525, -8.404], [7.441, 0.045, -11.671], [0.704, -0.562, -0.499], [-6.280, 6.512, -5.853], [-2.355, -5.240, 3.526], [-6.637, 5.929, 0.421], [6.379, -8.724, -1.220], [-2.994, 3.925, -8.863], [3.099, 2.722, 8.569], [-0.245, 2.628, -0.673], [4.097, -5.584, 7.067], [6.076, -0.466, -11.303], [-8.262, -0.600, 0.370], [-3.122, 11.812, -2.168], [0.502, -7.431, -2.574], [-5.036, 3.787, -6.444], [5.786, -10.108, 1.799], [-0.364, -0.459, -0.688], [5.180, -0.005, -7.954], [-8.372, 0.104, -1.931], [-4.146, 5.742, -9.273], [1.822, 2.720, -0.095], [-2.213, 9.710, -0.749], [4.436, -7.547, 11.768], [7.964, -0.394, -6.302], [5.740, 1.212, -9.203], [6.584, -9.599, -1.837], [8.168, -7.411, 8.379], [-4.950, -1.801, 12.600], [7.251, -7.841, 10.437], [7.597, -9.164, 0.650], [0.833, -1.500, 0.040], [-5.088, -2.271, 8.533], [6.220, -0.763, -6.009], [6.102, -2.365, -7.704], [3.288, 0.128, -0.420], [-6.128, -2.954, -3.061], [0.345, 9.138, 2.009], [5.843, -3.164, 8.946], [-3.401, 10.819, -2.521], [-2.221, 0.279, 7.176], [3.042, -11.152, -1.550], [4.014, 6.939, -5.188], [-5.056, 0.331, 8.480], [-7.480, -3.711, -3.879], [-1.292, 15.120, -1.501], [-6.848, 5.704, -5.391], [-9.154, -2.003, 1.836], [1.798, 3.271, 8.009], [-5.756, -3.201, 10.734], [6.427, -6.401, 11.053], [0.641, -6.440, -2.141], [8.553, 0.247, -8.403], [3.731, -10.309, -2.982], [-8.289, 0.750, 2.912], [7.912, -6.765, 6.875], [-0.633, 13.999, -2.537], [-3.431, -0.731, 6.622], [-6.562, 5.424, -7.640], [5.700, -1.133, -12.079], [-4.457, -4.435, 9.380], [-5.494, 6.656, -5.112], [1.083, 1.386, 2.303], [7.179, -8.080, -1.583], [0.301, 11.365, -1.947], [-4.992, 4.117, -9.053], [2.561, -7.369, -2.944], [-2.734, 12.570, -4.107], [2.905, -0.418, 1.222], [-5.455, -0.852, 10.737], [8.091, -0.797, -11.904], [-1.982, -2.018, 10.441], [-7.131, -4.515, -1.483], [1.851, -9.313, -0.712], [-3.304, -2.183, 12.172], [-3.125, 6.676, -6.849], [0.822, -0.149, 2.020], [-4.651, 1.724, 6.636], [3.350, 1.297, 0.891], [-10.542, -0.902, -1.316], [3.832, -3.421, 7.548], [-1.036, 8.569, 1.055], [-3.787, 14.393, -1.853], [-9.982, 0.174, 2.565], [-4.058, 1.119, 5.224], [6.664, -2.908, -5.088], [1.308, -0.572, -1.406], [3.572, -5.575, 6.112], [6.544, -2.396, -10.285], [-2.064, 2.364, -1.111], [3.877, -8.553, 1.117], [0.233, 10.367, -0.015], [-8.105, -3.430, 0.397], [-4.048, 0.036, 11.323], [7.662, -1.850, -4.251], [3.246, -10.151, 0.718], [-3.553, 1.050, 9.009], [-8.119, 6.909, 0.676], [-1.830, -0.191, 10.337], [6.632, 1.051, -7.672], [4.575, -6.734, 9.447], [-8.816, -4.093, -1.849], [-0.525, 2.974, 0.322], [5.781, -6.188, 5.933], [-0.267, -7.924, -1.979], [7.629, 1.615, -10.094], [-7.630, -1.201, -4.133], [4.747, -7.380, -1.041], [-0.454, 11.488, 1.132], [-5.466, 6.908, -7.797], [-3.645, 5.708, -5.453], [-8.903, 0.262, 0.187], [-10.254, -2.027, -0.005], [-1.245, 5.302, -6.236], [5.588, -10.927, 0.229], [-3.150, 2.889, -8.561], [0.234, -7.339, -3.626], [7.809, -2.498, -8.013], [7.371, -4.915, 7.530], [-4.608, -4.135, 11.758], [-7.520, -1.512, 2.155], [-3.005, 2.240, 6.333], [7.324, 0.777, -12.470], [1.841, -8.921, -3.285], [-0.922, 3.901, -8.209], [-0.792, -1.598, -5.858], [7.460, -5.186, 9.282], [5.290, -3.809, 6.699], [-3.827, 12.107, -1.391], [-0.764, 10.040, -2.416], [10.378, -4.018, 3.034], [-0.500, 0.812, 1.416], [5.022, -7.594, 6.619], [-0.819, 11.443, -3.420], [5.091, -8.253, 8.929], [7.125, -8.414, 7.293], [-2.931, -3.958, 9.806], [-3.319, -2.627, 7.966], [-5.736, 3.268, -7.100], [8.311, -2.980, -5.476], [-7.196, -0.387, 0.452], [-2.195, 13.234, -0.093], [-0.414, 13.012, -0.399], [8.713, -1.155, -9.578], [-1.270, 9.627, 2.443], [6.346, -8.051, 0.805], [-10.290, -2.577, -1.801], [1.580, 1.740, -1.554], [2.338, -7.660, -0.379], [-3.329, -6.045, 4.346], [-1.624, -1.152, 8.896], [5.794, -8.126, 12.666], [4.848, -11.021, -1.797], [5.046, -9.076, 11.349], [-8.129, 7.695, -6.314], [-3.056, 14.981, -3.346], [9.183, 0.935, -10.627], [-2.702, 3.840, -9.909], [3.416, -5.922, 7.849], [-0.047, 3.520, -1.267], [-6.678, 8.539, -6.522], [-2.737, 11.024, 0.346], [5.361, 0.353, -11.230], [-1.579, 5.419, -8.723], [-5.363, 4.068, -5.443], [-6.806, -0.761, -1.811], [-4.173, 3.130, -6.547], [-4.372, 12.732, -3.471], [-9.000, -1.901, -3.464], [-6.742, -2.681, -0.185], [-7.337, 8.065, -4.874], [4.936, -4.579, 9.573], [-2.231, 3.878, -6.093], [4.929, -8.014, -2.667], [5.070, -1.682, -9.771], [-9.224, -0.502, 3.833]],
  "de_lowest_ev": 10.344,
  "charge": 2,
  "multiplicity": 1
}